Version a
Density functional theory data (wB97M-V/def2-TZVPD) for 3 unconnected molecules or ions with the total composition C4H4OS2.

CARTESIAN COORDINATES (ANGSTROEM)
C1 -0.7763 1.3526 1.7994
C2 -0.3128 0.8949 0.4560
C3 -0.7691 -0.4259 -0.0734
C4 0.0599 -1.5545 -0.7230
H1 0.1214 2.0095 2.1989
H2 -0.9690 0.1031 2.6490
H3 -2.0052 2.1196 1.7400
H4 -0.5502 -2.1187 -1.3580
O1 -1.8576 -0.6755 0.4399
S1 0.3056 1.9060 -0.7217
S2 1.5103 -1.8005 -0.3723

The orbital gap comes out at 7.57 eV. The calculation puts the molecular weight at 132.209 g mol⁻¹.

Atomic partial charges in e from the natural (NBO) method, atoms 1 to 2: -0.6739 -0.1813



Version b
Density functional theory data (wB97M-V/def2-TZVPD) for C4H4OS2 in the gas phase.

CARTESIAN COORDINATES (ANGSTROEM)
C1 -0.2009 0.4397 -0.3356
C2 -0.3465 0.0038 -1.6047
C3 0.7089 -1.8767 -0.2433
C4 0.5150 -0.6323 0.5462
O1 1.5015 -3.9613 -1.3217
S1 0.3463 -1.5633 -1.9711
S2 1.3386 -3.3542 -0.0028
H1 -0.7698 1.3593 0.0754
H2 -0.8593 0.3553 -2.4526
H3 1.4394 -0.4206 1.1812
H4 -0.2698 -0.7221 1.3911

The orbital gap comes out at 8.03 eV. The calculation puts the molecular weight at 132.209 g mol⁻¹.

Atomic partial charges in e from the natural (NBO) method, atoms 1 to 2: -0.2057 -0.3729



It comes down to version b, which is 3.129 eV more stable than the next structure.



Version a
Density functional theory data (wB97M-V/def2-TZVPD) for a gas-phase ion, C8H10N3 (charge +1).

CARTESIAN COORDINATES (ANGSTROEM)
C1 -1.5450 0.1747 -1.2415
N1 -0.9121 -0.3239 0.0099
C2 -1.8237 0.1247 1.2139
C3 -0.6995 -1.7676 -0.0116
N2 0.5093 -2.1880 0.0501
C4 1.4247 -1.1451 0.1281
C5 2.7294 -0.8278 0.1772
N3 3.0051 0.4928 -0.1362
C6 2.2022 1.5266 -0.1405
C7 0.8358 1.4396 0.1436
C8 0.3364 0.2084 0.1641
H1 -1.5996 1.3097 -1.2011
H2 -0.7063 0.1202 -2.0394
H3 -2.3922 -0.4977 -1.3650
H4 -1.8884 1.2561 1.1571
H5 -2.7483 -0.2986 0.8774
H6 -1.3905 -0.4240 2.0877
H7 -1.5175 -2.4429 -0.0307
H8 3.4068 -1.5626 0.2687
H9 2.5997 2.5368 -0.4458
H10 0.1739 2.2882 0.3341

The orbital gap comes out at 8.85 eV. As for the SMILES: C[N+]1(C)C=Nc2cnccc21. The calculation puts the molecular weight at 148.189 g mol⁻¹. As for the total charge: +1.

Atomic partial charges in e from the natural (NBO) method, atoms 1 to 2: -0.4175 -0.3120



Version b
Density functional theory data (wB97M-V/def2-TZVPD) for a gas-phase ion, C8H10N3 (charge +1).

CARTESIAN COORDINATES (ANGSTROEM)
C1 -0.5291 2.4712 0.6352
N1 0.1794 1.3186 -0.0130
C2 1.4728 1.3186 -0.2956
C3 2.2650 0.1823 -0.2935
C4 1.8505 -1.0881 -0.2268
N2 1.5344 -2.2201 -0.2996
C5 -0.5953 0.1061 -0.0982
C6 -1.3083 -0.3782 0.9321
C7 -1.8036 -1.6629 0.4684
C8 -1.2907 -1.8308 -0.7647
N3 -0.6245 -0.7159 -1.1616
H1 -1.4687 2.2416 0.9318
H2 -0.0774 2.7276 1.5680
H3 -0.4989 3.3234 -0.0494
H4 2.0395 2.3106 -0.1866
H5 3.2622 0.5745 -0.5595
H6 0.9720 -2.9613 0.1971
H7 -1.3690 0.0481 1.8941
H8 -2.4404 -2.3829 1.0107
H9 -1.4566 -2.6608 -1.5843
H10 -0.1132 -0.7216 -2.1047

The orbital gap comes out at 8.08 eV. As for the SMILES: CN(/C=C\C#[NH+])c1ccc[nH]1. The calculation puts the molecular weight at 148.189 g mol⁻¹. As for the total charge: +1.

Atomic partial charges in e from the natural (NBO) method, atoms 1 to 2: -0.4008 -0.3257



It comes down to version b, which is 1.514 eV more stable than the next structure.



Version a
Density functional theory data (wB97M-V/def2-TZVPD) for C17H29N5O7 in the gas phase.

CARTESIAN COORDINATES (ANGSTROEM)
C1 2.3818 0.7280 -7.3509
O1 1.5108 0.2510 -6.3519
C2 0.4992 1.1799 -6.0509
C3 -0.3036 0.6946 -4.8745
O2 0.5622 0.5515 -3.7451
C4 -0.0943 0.4237 -2.4797
C5 -1.3029 1.3547 -2.3712
O3 -2.4521 0.9504 -2.3661
N1 -0.9251 2.6489 -2.3303
C6 -1.8226 3.7708 -2.4083
C7 -2.0866 4.2581 -3.8459
O4 -2.8489 3.3368 -4.5968
C8 -4.1589 3.0729 -4.1182
C9 -2.6514 5.6859 -3.7949
C10 -1.4076 6.5615 -3.6192
N2 -0.3418 5.7752 -4.2448
C11 0.9092 6.2790 -4.3578
O5 1.2015 7.3636 -3.8783
C12 1.8986 5.4563 -5.1777
C13 3.3570 5.8493 -4.9327
C14 4.1536 4.7230 -4.2783
N3 3.4626 4.2317 -3.0907
C15 2.6757 3.1174 -2.9995
O6 2.7479 2.1747 -3.9279
N4 1.9130 3.1519 -1.9514
N5 2.1825 4.3613 -1.2904
C16 3.0800 4.9577 -1.9958
O7 3.6561 6.1392 -1.7641
C17 -0.7935 4.4529 -4.6388
H1 3.1325 -0.0392 -7.5249
H2 1.8455 0.9246 -8.2872
H3 2.8792 1.6514 -7.0303
H4 0.9455 2.1590 -5.8269
H5 -0.1816 1.3144 -6.9034
H6 -1.1054 1.4119 -4.6804
H7 -0.7562 -0.2765 -5.0984
H8 -0.4509 -0.6004 -2.3533
H9 0.6518 0.6604 -1.7221
H10 0.0666 2.8281 -2.1682
H11 -2.7736 3.5134 -1.9397
H12 -1.3847 4.5899 -1.8353
H13 -4.6670 2.5253 -4.9087
H14 -4.1389 2.4536 -3.2204
H15 -4.7074 4.0008 -3.9288
H16 -3.1450 5.8997 -4.7449
H17 -3.3715 5.8353 -2.9899
H18 -1.4977 7.5313 -4.1078
H19 -1.1700 6.7526 -2.5704
H20 1.7456 4.3942 -4.9819
H21 1.6206 5.5951 -6.2264
H22 3.8551 6.1391 -5.8583
H23 3.3687 6.7225 -4.2803
H24 4.2598 3.8637 -4.9392
H25 5.1498 5.0608 -3.9955
H26 2.0173 1.5139 -3.7940
H27 3.1803 6.5587 -1.0350
H28 -0.0633 3.6817 -4.3967
H29 -1.0338 4.3911 -5.7050

The orbital gap comes out at 9.56 eV. As for the SMILES: COCCOCC(=O)NC[C@@]1(OC)CCN(C(=O)CCCn2c(O)nnc2O)C1. The calculation puts the molecular weight at 415.447 g mol⁻¹.

Atomic partial charges in e from the natural (NBO) method, atoms 1 to 2: -0.2463 -0.5366



Version b
Density functional theory data (wB97M-V/def2-TZVPD) for C17H29N5O7 in the gas phase.

CARTESIAN COORDINATES (ANGSTROEM)
C1 -3.5646 4.9982 -5.1492
O1 -3.0702 4.4564 -3.9333
C2 -4.1216 4.0269 -3.0765
C3 -3.5664 3.1262 -2.0046
O2 -2.5881 3.8663 -1.2837
C4 -2.1102 3.3561 -0.0767
C5 -1.8408 1.8556 0.0464
O3 -2.0758 1.0239 -0.8090
N1 -1.3081 1.5368 1.2573
C6 -0.9448 0.1900 1.6337
C7 0.5722 -0.0397 1.6013
O4 1.2615 1.0304 2.2275
C8 1.0792 1.1276 3.6254
C9 0.9240 -1.4221 2.1613
C10 0.6570 -2.3683 0.9969
N2 0.8724 -1.5285 -0.1792
C11 0.8378 -2.0973 -1.4100
O5 0.6294 -3.2942 -1.5369
C12 1.0269 -1.2059 -2.6174
C13 -0.3355 -0.8295 -3.2012
C14 -0.1870 -0.1454 -4.5531
N3 -1.4607 0.3409 -5.0512
C15 -2.0011 1.5849 -4.8750
O6 -1.2583 2.5509 -4.3488
N4 -3.2328 1.6421 -5.2744
N5 -3.5579 0.3567 -5.7392
C16 -2.5018 -0.3616 -5.5807
O7 -2.3394 -1.6593 -5.8822
C17 1.0736 -0.1247 0.1561
H1 -2.7058 5.3367 -5.7249
H2 -4.1048 4.2327 -5.7111
H3 -4.2187 5.8510 -4.9457
H4 -4.6016 4.9096 -2.6395
H5 -4.8563 3.4568 -3.6541
H6 -4.3895 2.8200 -1.3461
H7 -3.1358 2.2306 -2.4429
H8 -1.1765 3.8829 0.1332
H9 -2.8100 3.5990 0.7392
H10 -0.9987 2.2878 1.8516
H11 -1.3376 -0.0265 2.6301
H12 -1.4293 -0.4891 0.9323
H13 1.6746 1.9737 3.9600
H14 0.0329 1.3064 3.8994
H15 1.4228 0.2291 4.1449
H16 1.9856 -1.4214 2.4187
H17 0.3530 -1.6883 3.0508
H18 1.3232 -3.2297 0.9805
H19 -0.3649 -2.7567 0.9995
H20 1.6032 -0.3086 -2.3834
H21 1.5932 -1.7939 -3.3414
H22 -0.9346 -1.7347 -3.3189
H23 -0.8716 -0.1657 -2.5185
H24 0.4724 0.7197 -4.4827
H25 0.2308 -0.8313 -5.2913
H26 -1.8598 3.3214 -4.1734
H27 -3.1808 -1.9690 -6.2418
H28 0.5109 0.5338 -0.5058
H29 2.1294 0.1606 0.1329

The orbital gap comes out at 8.62 eV. As for the SMILES: COCCOCC(=O)NC[C@@]1(OC)CCN(C(=O)CCCn2c(O)nnc2O)C1. The calculation puts the molecular weight at 415.447 g mol⁻¹.

Atomic partial charges in e from the natural (NBO) method, atoms 1 to 2: -0.2548 -0.5626



It comes down to version a, which is 0.363 eV more stable than the next structure.



Version a
Density functional theory data (wB97M-V/def2-TZVPD) for C2HClF2OS in the gas phase.

CARTESIAN COORDINATES (ANGSTROEM)
O1 0.5353 1.7977 0.2058
C1 0.6734 0.6393 0.0234
S1 2.2651 -0.0912 -0.2105
C2 -0.5145 -0.3597 0.0676
F1 -0.5505 -0.7394 1.3963
F2 -0.2851 -1.4151 -0.6468
Cl1 -2.1093 0.3592 -0.3331
H1 1.9008 -1.3150 0.0923

The orbital gap comes out at 10.96 eV. As for the SMILES: O=C(S)C(F)(F)Cl. The calculation puts the molecular weight at 146.545 g mol⁻¹.

Atomic partial charges in e from the natural (NBO) method, atoms 1 to 2: -0.4738 0.3434



Version b
Density functional theory data (wB97M-V/def2-TZVPD) for C2HClF2OS in the gas phase.

CARTESIAN COORDINATES (ANGSTROEM)
O1 0.7314 1.7303 -0.8647
C1 0.6236 0.6456 -0.3390
S1 1.8683 -0.6245 -0.1382
C2 -0.7116 0.1467 0.3143
F1 -1.5531 1.1416 0.3649
F2 -0.5500 -0.4833 1.4526
Cl1 -1.4881 -0.8840 -0.9853
H1 1.0795 -1.6724 0.1954

The orbital gap comes out at 10.63 eV. As for the SMILES: O=C(S)C(F)(F)Cl. The calculation puts the molecular weight at 146.545 g mol⁻¹.

Atomic partial charges in e from the natural (NBO) method, atoms 1 to 2: -0.4764 0.3483



It comes down to version a, which is 0.200 eV more stable than the next structure.